Here is a structure of composition C28H38Ge2NORuS4 at a distorted geometry from OMol25. Energies are from the ωB97M-V functional and the def2-TZVPD basis.

XYZ file:
```
75
Properties=species:S:1:pos:R:3:forces:R:3
Ru -0.35689 -0.30750 0.65670 0.21 -2.54 3.78
O 2.85601 -4.54983 4.88633 0.07 -0.20 0.09
C 2.32659 -3.82497 4.10097 -0.01 0.27 -0.05
S 2.57897 -2.07150 4.05554 0.04 -0.04 0.00
C 1.46010 -1.72205 2.75405 0.61 1.06 0.28
C 0.83568 -2.78466 2.17172 -0.47 -0.76 -0.43
S -0.24593 -2.72685 0.83362 0.44 2.63 0.51
S 1.19358 -4.36726 2.84945 -0.16 0.00 -0.18
S 1.31018 -0.06929 2.31198 -0.65 -1.79 -1.07
C -3.33740 2.89285 -2.14209 0.21 -0.16 -0.04
C -2.95430 2.09555 -0.90825 0.60 -0.48 0.32
Ge -1.45801 0.74304 -1.20229 -0.79 -0.03 -2.28
C -2.23625 -0.84940 -2.25874 0.10 0.29 0.59
C -3.62122 -0.56157 -2.80525 0.06 -0.09 0.04
C -0.20983 1.34892 -2.59565 0.14 -0.05 0.41
C 1.03993 0.86889 -2.63023 -0.55 -0.32 1.14
Ge 1.62002 -0.02865 -0.87197 1.13 0.99 -0.98
C 2.61812 -1.83964 -0.79153 -0.70 0.40 0.03
C 3.68461 -2.20623 -1.80593 -0.05 0.19 -0.05
C 2.79449 1.41670 -0.02076 -0.37 -0.48 -0.25
C 3.81783 2.12397 -0.88884 -0.14 0.04 0.03
C 1.97166 1.07741 -3.73568 0.32 0.02 -0.49
C 3.27684 0.60488 -3.63810 -0.31 0.03 0.01
C 4.18573 0.76783 -4.66329 0.16 0.00 -0.11
C 3.79822 1.39930 -5.83300 0.12 -0.04 0.02
C 2.50376 1.87933 -5.95162 -0.06 0.11 -0.05
C 1.60344 1.73333 -4.91456 0.01 -0.08 0.05
H -4.08236 3.64627 -1.89434 -0.07 0.11 -0.01
H -3.76027 2.23783 -2.89773 -0.03 0.07 -0.19
H -2.46869 3.39547 -2.56123 0.01 0.12 -0.14
H -3.81659 1.54618 -0.53210 0.04 -0.09 0.11
H -2.64693 2.77347 -0.11285 0.06 -0.01 0.13
H -2.25140 -1.74907 -1.63986 0.04 0.02 0.00
H -1.54620 -1.03876 -3.07856 0.21 0.05 0.06
H -4.30303 -0.25195 -2.01633 -0.17 0.07 0.04
H -4.03542 -1.45018 -3.27664 -0.14 -0.08 -0.12
H -3.57217 0.22694 -3.55066 -0.14 0.07 -0.11
H -0.59611 1.95775 -3.40395 0.01 0.12 -0.18
H 1.83330 -2.59804 -0.82652 0.06 0.17 0.05
H 3.04049 -1.85374 0.21762 -0.11 0.05 0.04
H 3.27557 -2.18700 -2.81511 0.15 0.00 -0.09
H 4.03508 -3.21904 -1.60333 0.07 -0.04 -0.02
H 4.54378 -1.53917 -1.75095 0.10 0.00 -0.11
H 3.29114 0.95293 0.83150 -0.02 -0.09 0.08
H 2.09497 2.15385 0.38559 -0.04 -0.05 0.04
H 4.59047 1.43922 -1.22617 0.14 -0.03 -0.10
H 4.30146 2.91655 -0.32007 0.10 0.11 0.01
H 3.34738 2.57040 -1.76063 0.07 0.09 -0.13
H 3.56020 0.10784 -2.72655 0.18 -0.07 0.03
H 5.19731 0.40619 -4.54726 0.07 -0.06 -0.02
H 4.49997 1.51875 -6.64448 0.06 0.02 -0.08
H 2.19540 2.37770 -6.85957 -0.02 0.04 -0.06
H 0.60374 2.12705 -5.02517 -0.05 -0.02 -0.03
C 0.14002 -0.42538 5.75001 -0.19 0.00 -0.02
N -0.67188 -0.64344 4.57410 0.05 -0.05 -0.22
C -1.61929 -1.71595 4.77886 -0.13 0.04 0.04
C -1.24851 0.61215 4.09117 0.14 0.02 0.17
C -2.33747 0.37600 3.07930 0.34 0.15 0.04
C -3.65020 0.66771 3.44219 0.02 -0.01 0.00
C -4.72258 0.28981 2.65507 -0.11 -0.04 0.01
C -4.49275 -0.47138 1.52396 -0.05 -0.07 -0.02
C -3.18926 -0.72246 1.13047 -0.16 -0.27 -0.01
C -2.09542 -0.23384 1.84436 -0.09 0.30 -0.92
H 0.57769 -1.37199 6.06797 0.06 0.10 0.01
H -0.45365 -0.02710 6.58686 0.01 0.10 0.10
H 0.93990 0.27928 5.52109 0.07 0.05 0.05
H -1.07708 -2.58298 5.15460 -0.02 -0.07 0.02
H -2.09888 -1.98923 3.83873 -0.01 -0.03 0.07
H -2.40062 -1.45035 5.50667 -0.10 -0.09 0.07
H -0.43017 1.20220 3.65769 -0.14 0.04 0.14
H -1.65285 1.18396 4.94234 -0.09 0.07 -0.08
H -3.83380 1.19057 4.37021 0.03 0.01 0.12
H -5.73091 0.54518 2.94623 -0.07 0.00 0.07
H -5.31529 -0.87267 0.94915 -0.08 0.03 -0.07
H -3.02403 -1.35018 0.26173 -0.06 0.18 -0.06
```
Positions in Å, forces in eV/Å.

Calculated values
Multiplicity: 2
E_HOMO (alpha / beta) in eV: -7.767 / -8.106
Expectation value of S²: 1.010
LUMO (alpha / beta) in eV: -2.49 / -2.23
Total charge: 0
Kohn-Sham gap (alpha / beta) in eV: 5.3 / 5.9
M in g mol⁻¹: 779.2
Calculated total energy in eV: -192141.30573



Here is a cluster of 2 separate species, C9H16N2O2 in total at a distorted geometry from OMol25. Energies are from the ωB97M-V functional and the def2-TZVPD basis.

XYZ file:
```
29
Properties=species:S:1:pos:R:3:forces:R:3
C -3.42316 -0.74043 -0.68553 -0.19 -2.66 1.56
C -3.41296 -1.12437 0.77274 4.45 1.60 -0.43
C -2.28833 -0.55375 1.49425 -6.07 -2.78 -0.45
C -2.10575 1.29188 -0.02744 0.53 -1.98 1.79
C 2.46795 -2.56347 0.19283 0.60 -0.79 -1.34
C 2.25947 -1.21524 -0.57964 2.44 -1.80 -3.09
C 1.64968 0.03078 0.02188 -3.10 -1.66 0.52
C 1.85555 1.38408 -0.68223 0.50 -0.08 -0.97
C 1.02359 2.53639 -0.09818 4.89 2.46 0.18
H -3.24688 0.83515 -1.78738 0.71 1.12 -0.48
H -3.60340 -2.10715 1.14143 -0.72 -0.54 -0.41
H -2.23735 -0.97634 2.45810 1.05 -0.32 1.10
H -1.30186 1.23436 1.76636 1.50 0.90 1.86
H 2.84918 -2.27176 1.18991 -0.66 -0.77 -0.05
H 1.52870 -3.30656 0.13078 2.34 1.63 0.57
H 3.47221 -3.02729 -0.35634 -2.95 0.58 1.43
H 2.01991 -1.54505 -1.62963 -1.02 0.72 0.79
H 3.33762 -1.08732 -0.85440 -0.47 1.18 0.63
H 0.45469 -0.16503 0.12722 2.53 0.52 -0.42
H 1.96287 -0.16799 1.03209 0.35 1.30 1.00
H 1.24379 1.20981 -1.60445 1.45 0.06 -0.16
H 3.01264 1.59374 -0.87701 -2.63 -0.34 0.22
H 1.37927 2.91006 0.85433 0.37 -0.38 0.73
H 0.98950 3.54097 -0.61940 0.28 -1.43 -0.42
H 0.07457 2.27451 0.02637 -2.60 -1.14 0.41
N -2.87891 0.55144 -0.89898 -0.41 -0.34 0.17
N -1.78562 0.60029 1.22714 -0.89 1.55 -4.50
O -3.76582 -1.47647 -1.61371 0.27 2.09 1.24
O -1.53116 2.33480 -0.12110 -2.54 1.27 -1.51
```
Positions in Å, forces in eV/Å.

Calculated values
Multiplicity: 1
E_HOMO in eV: -9.143
LUMO in eV: 0.32
Total charge: 0
Kohn-Sham gap in eV: 9.5
M in g mol⁻¹: 184.2
Calculated total energy in eV: -16664.52570



Here is a cluster of 2 separate species, C24H22N2O4 in total at a distorted geometry from OMol25. Energies are from the ωB97M-V functional and the def2-TZVPD basis.

XYZ file:
```
52
Properties=species:S:1:pos:R:3:forces:R:3
C 3.51086 -0.91712 2.48343 0.80 -0.47 0.17
C 2.34107 -0.64540 3.39849 1.12 0.50 0.72
N 1.09130 -0.85439 2.89515 -0.22 -0.72 -0.02
C -0.08405 -0.12956 3.16636 0.13 0.32 -0.55
C -0.14306 1.12918 3.74219 -0.58 0.14 -0.25
C -1.37552 1.80425 3.69883 0.37 -0.74 -0.11
C -2.50330 1.17356 3.14479 0.18 -0.61 -0.04
C -2.41754 -0.13561 2.61543 -0.17 0.55 0.14
C -1.18779 -0.78438 2.57218 0.41 0.48 0.57
C -0.67490 -2.03044 2.01236 0.67 -0.76 -0.23
C 0.72251 -2.03635 2.23756 -0.37 0.27 -0.10
C 1.56297 -3.07722 1.87883 -0.09 -0.22 -0.25
C 1.01094 -4.17590 1.22306 -0.05 0.47 0.20
C -0.36315 -4.19567 0.96060 -0.24 -0.02 0.08
C -1.21237 -3.15003 1.36536 0.28 0.06 0.04
H 4.30570 -0.19310 2.69406 -0.24 0.01 -0.22
H 3.96074 -1.89174 2.74604 -0.05 0.46 -0.37
H 3.24864 -0.92496 1.40620 0.08 0.18 0.68
H 2.40124 0.30296 3.96324 0.04 -0.61 -0.37
H 0.76409 1.54734 4.16676 -0.34 0.22 0.03
H -1.44477 2.81248 4.09340 -0.06 -0.14 -0.01
H -3.45871 1.70397 3.13676 0.31 -0.26 -0.01
H -3.29514 -0.64640 2.22569 0.05 0.27 -0.01
H 2.62502 -3.00659 2.06757 -0.28 -0.32 -0.03
H 1.67726 -4.99165 0.93012 -0.43 0.21 0.01
H -0.76669 -5.06380 0.44036 -0.09 0.27 0.16
H -2.28447 -3.19914 1.19961 0.14 -0.12 -0.12
C -1.51739 -2.93007 5.55264 -0.57 -0.72 -0.01
C -0.67459 -1.74887 5.89850 0.04 0.07 -0.34
O 0.53514 -1.99828 5.15944 0.40 0.24 0.87
C 1.59769 -1.25571 5.56753 -0.49 -0.38 1.32
C 2.82319 -1.91240 5.10083 -2.12 0.53 -1.43
C 4.09712 -1.63706 5.66334 2.04 0.89 -0.07
C 4.29481 -0.43403 6.39421 -0.36 -0.44 -0.24
C 5.55282 0.02774 6.67565 0.78 -0.14 0.09
C 6.68353 -0.70456 6.28751 -1.85 -0.92 -0.66
N 7.94417 -0.06350 6.47775 2.41 1.49 0.69
O 9.00394 -0.62185 6.12134 -2.10 0.75 0.54
O 7.91488 1.07926 7.00962 0.43 -2.29 -1.10
C 6.51844 -1.97168 5.65513 0.57 0.93 0.64
C 5.25102 -2.44419 5.35184 -0.84 0.84 0.36
O 1.43365 -0.21957 6.21384 0.40 -1.06 -0.75
H -2.56101 -2.78325 5.85069 0.14 -0.06 -0.12
H -1.44486 -3.14136 4.48162 -0.27 0.17 0.08
H -1.13123 -3.82396 6.05783 -0.13 0.16 -0.02
H -1.10275 -0.78913 5.58282 0.05 -0.21 0.19
H -0.44559 -1.73933 6.96453 0.00 0.30 -0.05
H 2.66855 -2.91403 4.67266 -0.07 0.54 0.22
H 3.43503 0.15792 6.70476 0.24 -0.26 -0.25
H 5.70107 0.97760 7.17820 -0.09 -0.21 -0.09
H 7.41751 -2.53563 5.43681 -0.12 -0.03 -0.13
H 5.10881 -3.41817 4.87062 0.13 0.43 0.13
```
Positions in Å, forces in eV/Å.

Calculated values
Multiplicity: 1
E_HOMO in eV: -7.806
LUMO in eV: -1.06
Total charge: 0
Kohn-Sham gap in eV: 6.7
M in g mol⁻¹: 402.4
Calculated total energy in eV: -36411.53924



Here is a cluster of 2 separate species, C4H14N3 in total at a distorted geometry from OMol25. Energies are from the ωB97M-V functional and the def2-TZVPD basis.

XYZ file:
```
21
Properties=species:S:1:pos:R:3:forces:R:3
C -0.67639 2.30748 -0.38851 0.05 2.61 1.44
C 0.77675 0.61743 0.46841 2.66 0.17 0.18
N 0.23117 1.22714 -0.62605 0.13 -2.51 1.32
N 0.58754 1.00158 1.74475 0.50 1.28 0.60
N 1.75511 -0.29202 0.28523 -0.50 -0.34 0.00
H -0.02308 0.44625 -1.23575 -0.20 0.76 -0.63
H 0.21806 1.93208 1.87088 -0.71 -0.04 -0.21
H 1.34065 0.93966 2.46154 -0.61 -0.76 -1.14
H 1.99335 -0.72050 -0.58656 -0.34 0.35 -0.73
H 2.19131 -0.81104 1.02999 -0.40 0.29 0.51
H -0.02755 3.20083 -0.01173 -1.21 -1.41 -0.63
H -1.43491 2.08989 0.39771 0.36 0.03 -0.61
H -1.18966 2.68632 -1.27265 0.26 -0.48 -0.07
C -0.62173 -2.36962 -1.16177 0.47 -0.05 -1.43
C -1.79712 -2.17811 -0.23369 1.30 1.55 1.93
H 0.36861 -2.51750 -0.74528 -0.07 -0.01 0.78
H -0.71970 -3.21482 -1.81497 -0.37 -0.87 -0.07
H -0.45663 -1.62023 -1.93693 -0.37 0.70 0.05
H -1.86883 -1.12615 0.11335 -0.43 0.08 -0.99
H -1.47321 -2.48963 0.77460 -0.70 -1.19 -0.43
H -2.76838 -2.52807 -0.56659 0.19 -0.17 0.12
```
Positions in Å, forces in eV/Å.

Calculated values
Multiplicity: 1
E_HOMO in eV: -14.676
LUMO in eV: -3.35
Total charge: +1
Kohn-Sham gap in eV: 11.3
M in g mol⁻¹: 104.2
Calculated total energy in eV: -8838.87219



Here is a structure of composition C6H13N3 at a distorted geometry from OMol25. Energies are from the ωB97M-V functional and the def2-TZVPD basis.

XYZ file:
```
22
Properties=species:S:1:pos:R:3:forces:R:3
C 3.15783 -0.76094 0.52335 -2.93 -6.07 -3.54
C 1.87951 -0.84544 -0.64632 3.45 -0.85 -2.91
C 0.98368 0.32967 -0.43006 0.15 -4.92 1.15
C 1.65536 1.31178 0.47789 -2.91 4.44 0.06
C -0.28589 0.09483 -0.82486 -0.72 2.53 1.04
C -2.44930 0.78864 -0.23156 4.10 0.74 -0.52
H 3.32492 0.15332 0.89235 1.12 2.49 0.90
H 4.00854 -1.18143 -0.13003 -0.96 0.13 2.11
H 2.60965 -1.33309 1.38577 1.91 0.28 -1.51
H 1.51476 -2.03705 -0.77855 0.62 3.55 0.64
H 2.24842 -0.52307 -1.90640 -0.11 -1.38 3.62
H 0.97103 2.24040 -0.08524 2.32 -1.32 2.56
H 2.79466 1.41618 0.35462 -2.63 0.61 -0.50
H 1.46997 1.26581 1.73570 0.08 0.02 -3.79
H -0.81102 -0.66970 -1.42452 1.60 -0.31 0.14
H -2.87068 1.71852 -0.18339 -2.90 1.71 0.73
H -2.34613 -1.26985 -0.13371 -2.30 2.71 -0.18
H -5.05792 -0.00408 -0.09776 2.96 -3.11 2.83
H -4.32774 -0.64226 1.68109 0.93 0.34 -4.38
N -1.18723 1.10957 -0.49951 -2.72 -1.38 0.23
N -3.08356 -0.41118 -0.14422 6.24 -2.91 -0.76
N -4.19886 -0.75063 0.46538 -7.30 2.70 2.08
```
Positions in Å, forces in eV/Å.

Calculated values
Multiplicity: 1
E_HOMO in eV: -7.439
LUMO in eV: 0.66
Total charge: 0
Kohn-Sham gap in eV: 8.1
M in g mol⁻¹: 127.2
Calculated total energy in eV: -10894.01707



Here is a cluster of 2 separate species, C5H9P in total at a distorted geometry from OMol25. Energies are from the ωB97M-V functional and the def2-TZVPD basis.

XYZ file:
```
15
Properties=species:S:1:pos:R:3:forces:R:3
C -1.64627 1.05811 0.84931 -3.43 0.84 -1.01
C -2.25854 0.00592 0.34108 -0.22 -0.82 -0.59
C -0.22453 -1.45184 -0.01770 -1.17 1.16 -0.15
C -1.57638 -1.20835 -0.16970 1.89 1.07 1.75
C 2.21498 0.93380 -0.28158 2.39 -2.67 0.38
P 2.32632 -0.77454 0.60107 -3.01 1.03 -1.64
H -2.20853 1.99111 0.86269 0.21 -0.13 0.70
H -0.64851 1.06584 0.97131 3.36 0.12 0.56
H -3.33117 0.03132 0.14578 0.16 0.16 0.07
H 0.08595 -2.25763 -0.57319 1.01 -2.10 -0.89
H 2.78784 -1.34680 -0.65997 -0.48 0.04 0.75
H -2.31925 -1.88266 -0.63817 1.17 -0.15 -0.04
H 3.27139 1.19256 -0.42470 -0.03 -0.25 -0.68
H 1.87548 1.78264 0.15100 -1.50 2.16 2.47
H 1.65122 0.86053 -1.15723 -0.36 -0.45 -1.68
```
Positions in Å, forces in eV/Å.

Calculated values
Multiplicity: 1
E_HOMO (alpha / beta) in eV: -8.505 / -8.503
LUMO (alpha / beta) in eV: -0.84 / -0.84
Total charge: 0
Kohn-Sham gap (alpha / beta) in eV: 7.7 / 7.7
M in g mol⁻¹: 100.1
Calculated total energy in eV: -14614.07148